Record 1
Here is a cluster of 12 separate species, C36H72O12S8 in total at a distorted geometry from the Open Molecules 2025 dataset. Energies are from the ωB97M-V functional and the def2-TZVPD basis.

Gap between HOMO and LUMO   8.319 eV
E_LUMO   -0.006 eV
E_tot   -5502.9308 Eh

Geometry as XYZ:
```
128
C36H72O12S8, DFT the ωB97M-V functional and the def2-TZVPD basis
C 4.11 -3.17 1.78
S 3.83 -3.83 0.14
O 4.30 -5.25 0.25
C 2.00 -3.79 0.14
H 3.49 -2.28 1.85
H 5.15 -2.92 2.00
H 3.79 -3.83 2.59
H 1.66 -2.77 -0.04
H 1.53 -4.17 1.05
H 1.59 -4.37 -0.68
C 1.70 0.05 7.09
S 0.04 -0.56 6.54
O -1.00 0.40 7.17
C 0.24 0.04 4.79
H 2.46 -0.48 6.52
H 1.85 -0.19 8.14
H 1.87 1.13 7.04
H -0.41 -0.50 4.10
H 1.27 -0.17 4.52
H 0.16 1.12 4.69
C -3.05 -2.11 4.04
S -4.37 -3.05 5.01
O -5.72 -2.34 4.94
C -4.30 -4.52 3.92
H -2.79 -1.21 4.61
H -3.43 -1.78 3.08
H -2.04 -2.53 4.06
H -3.46 -5.18 4.13
H -4.32 -4.04 2.94
H -5.15 -5.16 4.17
C -2.75 -6.03 -0.68
S -1.50 -5.58 0.63
O -0.13 -6.11 0.23
C -1.59 -3.78 0.24
H -3.75 -5.68 -0.39
H -2.72 -7.11 -0.83
H -2.59 -5.45 -1.58
H -1.40 -3.58 -0.82
H -0.81 -3.20 0.74
H -2.56 -3.38 0.53
C 3.63 3.65 2.96
S 4.57 2.87 4.38
O 3.64 2.04 5.27
C 5.49 1.67 3.28
H 4.04 4.61 2.63
H 2.67 3.91 3.40
H 3.53 2.87 2.20
H 4.78 1.05 2.73
H 5.90 0.88 3.91
H 6.25 2.16 2.68
C 5.10 -0.21 -2.36
S 5.83 0.69 -0.84
O 4.69 1.44 -0.19
C 6.81 1.92 -1.78
H 4.58 -1.13 -2.08
H 5.94 -0.66 -2.90
H 4.45 0.35 -3.03
H 7.53 1.34 -2.35
H 7.42 2.43 -1.03
H 6.38 2.59 -2.53
C 2.47 -1.74 -4.47
S 1.22 -3.04 -3.89
O 0.65 -2.62 -2.52
C -0.19 -2.54 -5.00
H 2.13 -0.78 -4.10
H 2.57 -1.63 -5.55
H 3.39 -1.98 -3.93
H -0.58 -1.54 -4.82
H -1.07 -3.11 -4.69
H 0.05 -2.63 -6.06
C -5.86 2.82 0.76
S -4.15 2.53 0.07
O -3.57 3.76 -0.57
C -3.22 2.33 1.65
H -6.38 3.25 -0.10
H -5.99 3.44 1.65
H -6.41 1.91 0.97
H -3.16 3.31 2.14
H -2.21 2.06 1.33
H -3.67 1.50 2.20
C -4.09 -1.74 -4.23
C -4.31 -2.78 -3.31
C -4.22 -2.49 -1.95
C -4.02 -1.18 -1.46
C -3.94 -0.18 -2.36
C -3.90 -0.46 -3.71
H -4.17 -1.77 -5.31
H -4.58 -3.76 -3.68
H -4.38 -3.34 -1.30
H -3.91 -1.03 -0.40
H -3.67 0.82 -2.06
H -3.80 0.39 -4.37
C 0.14 3.43 -6.02
C -0.51 3.77 -4.80
C -0.84 2.72 -3.92
C -0.40 1.44 -4.14
C 0.42 1.17 -5.19
C 0.65 2.15 -6.17
H 0.29 4.23 -6.73
H -0.90 4.77 -4.69
H -1.32 2.89 -2.97
H -0.76 0.69 -3.46
H 0.80 0.16 -5.31
H 1.13 1.86 -7.10
O 0.24 3.64 2.34
C -0.30 4.35 1.50
O -0.44 3.94 0.25
C -0.77 4.97 -0.71
C -0.76 6.17 0.22
C -0.96 5.70 1.66
H -1.77 4.94 -1.16
H -0.02 5.07 -1.49
H -1.60 6.81 -0.05
H 0.15 6.73 -0.02
H -1.99 5.68 2.02
H -0.39 6.36 2.32
O -1.52 -0.81 1.16
C -0.46 -0.32 0.67
O 0.53 0.12 1.49
C 1.65 0.67 0.72
C 1.42 0.08 -0.66
C -0.08 -0.13 -0.76
H 2.59 0.30 1.12
H 1.65 1.76 0.76
H 1.84 -0.88 -0.94
H 1.88 0.72 -1.41
H -0.45 -0.88 -1.46
H -0.58 0.81 -1.02
```

Record 2
Here is a cluster of 3 separate species, C28H37BF5NO10S2 in total at a distorted geometry from the Open Molecules 2025 dataset. Energies are from the ωB97M-V functional and the def2-TZVPD basis.

Gap between HOMO and LUMO   8.424 eV
SMILES   COB(O)c1c(CCCCCN)ccc2c1C(=O)c1cccc(C(F)(F)C(F)(F)F)c1C2=O.CCOS(C)(=O)=O.CCOS(C)(=O)=O
E_LUMO   -0.534 eV
E_tot   -3216.9287 Eh

Geometry as XYZ:
```
84
C28H37BF5NO10S2, DFT the ωB97M-V functional and the def2-TZVPD basis
C -2.53 3.05 2.69
O -2.10 3.09 1.32
B -2.49 1.89 0.72
O -3.85 1.67 0.53
C -1.38 0.84 0.29
C -1.56 -0.51 0.58
C -2.76 -1.07 1.30
C -2.44 -2.20 2.32
C -1.24 -1.92 3.25
C -1.61 -1.36 4.63
C -0.33 -1.40 5.53
N -0.26 -0.37 6.54
C -0.58 -1.40 0.18
C 0.59 -1.00 -0.47
C 0.74 0.34 -0.69
C -0.24 1.25 -0.33
C 0.06 2.69 -0.65
O -0.76 3.47 -1.11
C 1.50 3.09 -0.40
C 1.78 4.31 0.15
C 3.10 4.60 0.40
C 4.09 3.71 0.09
C 3.82 2.48 -0.48
C 4.96 1.51 -0.78
F 5.07 1.22 -2.08
F 6.11 2.12 -0.37
C 4.82 0.20 0.10
F 4.49 -0.87 -0.61
F 6.03 -0.07 0.64
F 3.99 0.36 1.13
C 2.48 2.19 -0.73
C 1.99 0.88 -1.34
O 2.54 0.31 -2.26
H -2.05 2.21 3.22
H -2.21 3.98 3.17
H -3.62 2.98 2.77
H -4.13 2.16 -0.26
H -3.41 -1.51 0.53
H -3.37 -0.32 1.81
H -2.32 -3.18 1.85
H -3.32 -2.30 2.97
H -0.75 -2.89 3.43
H -0.47 -1.27 2.82
H -1.90 -0.30 4.59
H -2.41 -1.94 5.11
H 0.51 -1.21 4.84
H -0.16 -2.40 5.93
H -1.01 -0.41 7.22
H -0.15 0.56 6.15
H -0.73 -2.45 0.39
H 1.32 -1.75 -0.73
H 0.99 5.01 0.42
H 3.37 5.55 0.85
H 5.11 3.97 0.32
C -1.00 2.56 -4.15
C -2.08 3.62 -4.02
O -2.53 4.10 -5.30
S -3.48 3.16 -6.16
C -3.96 4.36 -7.36
O -4.62 2.80 -5.37
O -2.70 2.16 -6.81
H -1.39 1.65 -4.60
H -0.60 2.31 -3.17
H -0.18 2.92 -4.78
H -2.92 3.25 -3.44
H -1.67 4.48 -3.50
H -4.53 5.14 -6.86
H -4.58 3.85 -8.10
H -3.07 4.76 -7.83
C 0.40 -6.27 -1.49
C 1.09 -7.11 -0.43
O 2.21 -6.43 0.17
S 1.92 -5.26 1.21
C 3.56 -5.09 1.82
O 1.07 -5.76 2.24
O 1.57 -4.07 0.49
H -0.07 -5.39 -1.06
H -0.37 -6.85 -2.00
H 1.13 -5.92 -2.23
H 0.38 -7.42 0.35
H 1.49 -8.01 -0.88
H 3.84 -6.00 2.33
H 3.56 -4.24 2.50
H 4.22 -4.89 0.98
```

Record 3
Here is a cluster of 2 separate species, C7H10O in total at a distorted geometry from the Open Molecules 2025 dataset. Energies are from the ωB97M-V functional and the def2-TZVPD basis.

Gap between HOMO and LUMO   10.213 eV
SMILES   c1ccccc1.CO
E_LUMO   0.936 eV
E_tot   -347.8820 Eh

Geometry as XYZ:
```
18
C7H10O, DFT the ωB97M-V functional and the def2-TZVPD basis
C -0.97 -1.01 1.02
C -0.50 0.21 1.45
C -0.85 1.25 0.54
C -1.10 1.02 -0.79
C -1.39 -0.25 -1.17
C -1.41 -1.23 -0.22
H -0.83 -1.74 1.76
H -0.22 0.40 2.41
H -0.61 2.23 0.95
H -1.11 2.00 -1.37
H -1.48 -0.59 -2.20
H -1.50 -2.29 -0.63
C 2.24 0.21 -0.17
O 1.50 -0.89 -0.22
H 2.98 -0.12 0.49
H 2.78 0.27 -1.17
H 1.75 1.13 0.12
H 0.72 -0.60 -0.79
```

Record 4
Here is a structure of composition C21H16ClIN3O3Pd at a distorted geometry from the Open Molecules 2025 dataset. Energies are from the ωB97M-V functional and the def2-TZVPD basis.

2S+1   3
Expectation value of S²   2.044
Gap between HOMO and LUMO (spin up / spin down)   4.793 / 5.041 eV
Net charge   -1
E_LUMO (spin up / spin down)   2.366 / 1.022 eV
E_tot   -2085.6399 Eh

Geometry as XYZ:
```
46
C21H16ClIN3O3Pd, DFT the ωB97M-V functional and the def2-TZVPD basis
Pd -0.25 0.28 0.50
C -0.64 -1.89 4.11
C -1.00 -1.31 2.75
O -0.49 -0.18 2.48
C -1.90 -2.04 1.97
C -2.32 -1.75 0.66
C -3.38 -2.58 0.00
N -1.81 -0.76 -0.03
N -2.22 -0.54 -1.32
C -1.45 0.31 -1.94
O -0.40 0.88 -1.40
C -1.77 0.67 -3.33
C -1.02 1.67 -3.96
C -1.30 2.04 -5.26
C -2.33 1.43 -5.96
C -3.07 0.43 -5.35
C -2.80 0.05 -4.04
H 0.22 -1.35 4.51
H -0.40 -2.95 4.02
H -1.48 -1.78 4.80
H -2.29 -2.95 2.41
H -3.76 -3.34 0.69
H -2.97 -3.07 -0.89
H -4.20 -1.95 -0.34
H -0.22 2.13 -3.40
H -0.71 2.82 -5.74
H -2.55 1.72 -6.98
H -3.87 -0.06 -5.90
H -3.37 -0.72 -3.56
Cl 6.00 1.18 3.27
C 4.58 0.45 2.59
C 4.43 -0.93 2.73
C 3.33 -1.53 2.18
I 3.05 -3.60 2.33
C 2.34 -0.80 1.45
O 1.41 -1.39 0.82
C 2.46 0.63 1.44
N 1.43 1.36 0.90
C 1.55 2.71 0.81
C 2.66 3.38 1.24
C 3.72 2.68 1.84
C 3.62 1.27 1.97
H 5.18 -1.51 3.26
H 0.71 3.23 0.36
H 2.70 4.46 1.13
H 4.59 3.19 2.21
```

Record 5
Here is a cluster of 12 separate species, C26H57ClF13O16P in total at a distorted geometry from the Open Molecules 2025 dataset. Energies are from the ωB97M-V functional and the def2-TZVPD basis.

Gap between HOMO and LUMO   9.382 eV
SMILES   O=C(O)CC[C@H]1OC(=O)[C@H](P(O)Cl)[C@@H]1CCC(F)(F)C(F)(F)C(F)(F)C(F)(F)C(F)(F)C(F)(F)F.CO.CO.CO.CO.CO.CO.CO.CO.CO.CO.CO
E_LUMO   0.096 eV
E_tot   -4328.4082 Eh

Geometry as XYZ:
```
114
C26H57ClF13O16P, DFT the ωB97M-V functional and the def2-TZVPD basis
O 2.55 -3.58 1.73
C 1.76 -2.91 1.16
O 0.73 -2.28 1.84
C 1.77 -2.67 -0.33
C 2.75 -1.53 -0.69
C 2.41 -0.20 0.05
O 3.22 -0.19 1.25
C 4.38 0.44 0.97
O 5.39 0.22 1.54
C 4.16 1.51 -0.12
P 4.61 3.05 0.87
O 3.92 4.27 0.00
Cl 3.30 2.88 2.45
C 2.79 1.09 -0.72
C 1.65 2.11 -1.06
C 0.23 1.76 -0.56
C -0.08 2.17 0.87
F 0.39 3.43 1.10
F 0.49 1.34 1.80
C -1.58 2.25 1.27
F -1.63 2.67 2.57
F -2.19 3.21 0.51
C -2.39 0.90 1.18
F -1.56 -0.14 0.96
F -3.00 0.71 2.36
C -3.50 0.88 0.08
F -2.95 1.21 -1.10
F -4.43 1.79 0.40
C -4.20 -0.51 -0.09
F -3.37 -1.33 -0.75
F -4.49 -1.04 1.11
C -5.54 -0.42 -0.88
F -5.43 0.35 -1.94
F -6.49 0.03 -0.12
F -5.87 -1.62 -1.30
H 1.13 -1.62 2.44
H 2.13 -3.60 -0.79
H 0.77 -2.45 -0.72
H 3.76 -1.86 -0.42
H 2.73 -1.39 -1.77
H 1.36 -0.28 0.33
H 4.95 1.33 -0.86
H 3.02 4.46 0.30
H 3.06 0.71 -1.71
H 1.88 3.13 -0.77
H 1.57 2.12 -2.15
H -0.49 2.32 -1.18
H 0.00 0.70 -0.73
C -0.32 0.03 -3.81
O 0.51 -0.47 -2.76
H -0.82 0.92 -3.44
H 0.28 0.30 -4.68
H -1.08 -0.70 -4.11
H 0.94 -1.27 -3.08
C -3.27 3.82 5.81
O -2.13 3.28 6.48
H -3.99 4.10 6.58
H -3.00 4.71 5.24
H -3.72 3.09 5.15
H -1.49 3.03 5.82
C 3.03 -6.77 -1.92
O 3.11 -5.41 -1.49
H 2.63 -6.75 -2.93
H 4.02 -7.23 -1.93
H 2.37 -7.35 -1.28
H 3.48 -5.41 -0.59
C -7.57 -2.53 -4.47
O -7.43 -1.17 -4.10
H -8.00 -2.55 -5.47
H -6.60 -3.05 -4.49
H -8.24 -3.07 -3.79
H -7.04 -1.14 -3.22
C -3.17 -1.13 -6.70
O -3.23 0.03 -5.87
H -2.32 -1.00 -7.36
H -3.03 -2.04 -6.11
H -4.07 -1.23 -7.31
H -3.98 -0.06 -5.28
C 5.47 -10.38 -1.51
O 5.58 -9.04 -1.03
H 5.06 -10.33 -2.51
H 6.44 -10.87 -1.55
H 4.79 -10.97 -0.89
H 5.94 -9.07 -0.14
C 5.85 0.02 4.89
O 5.82 1.35 5.38
H 5.65 0.05 3.83
H 6.84 -0.44 5.05
H 5.09 -0.60 5.38
H 6.00 1.33 6.32
C -4.90 5.39 1.35
O -3.84 5.27 2.30
H -5.51 6.23 1.65
H -4.51 5.57 0.34
H -5.51 4.48 1.33
H -3.29 4.52 2.03
C -2.23 8.02 2.92
O -1.10 8.75 3.41
H -2.46 8.43 1.94
H -2.01 6.96 2.82
H -3.09 8.15 3.57
H -0.88 8.40 4.28
C 3.59 3.20 -4.36
O 3.87 2.68 -3.06
H 3.01 2.44 -4.88
H 3.00 4.12 -4.30
H 4.50 3.39 -4.92
H 4.39 3.35 -2.59
C -0.11 -4.78 4.46
O -0.80 -3.57 4.19
H -0.59 -5.25 5.31
H -0.15 -5.47 3.61
H 0.94 -4.59 4.71
H -0.37 -3.15 3.44
```

Record 6
Here is a cluster of 2 separate species, C2H4O3 in total at a distorted geometry from the Open Molecules 2025 dataset. Energies are from the ωB97M-V functional and the def2-TZVPD basis.

Gap between HOMO and LUMO   10.189 eV
SMILES   C=C=O.OO
E_LUMO   0.415 eV
E_tot   -304.1575 Eh

Geometry as XYZ:
```
9
C2H4O3, DFT the ωB97M-V functional and the def2-TZVPD basis
C 1.35 0.32 0.38
C 1.44 -0.97 0.05
O 1.48 -2.17 -0.12
H 1.56 1.07 -0.36
H 1.08 0.63 1.38
O -1.73 -1.20 0.23
O -2.08 0.08 -0.24
H -0.88 -1.56 -0.16
H -2.14 0.82 0.35
```

Record 7
Here is a structure of composition C32H38BrClF5GeO3RuSe2 at a distorted geometry from the Open Molecules 2025 dataset. Energies are from the ωB97M-V functional and the def2-TZVPD basis.

2S+1   6
Expectation value of S²   8.765
Gap between HOMO and LUMO (spin up / spin down)   7.400 / 6.034 eV
E_LUMO (spin up / spin down)   -0.141 / -1.700 eV
E_tot   -11976.0058 Eh

Geometry as XYZ:
```
84
C32H38BrClF5GeO3RuSe2, DFT the ωB97M-V functional and the def2-TZVPD basis
Ru 0.78 0.91 0.86
Cl 5.13 -2.00 6.22
C 4.30 -1.51 4.77
C 5.03 -1.41 3.56
C 4.41 -1.04 2.40
C 3.03 -0.75 2.36
O 2.45 -0.47 1.24
C 2.32 -0.84 3.59
C 0.92 -0.57 3.67
O 0.21 -0.07 2.79
C 2.97 -1.24 4.78
H 6.09 -1.63 3.57
H 4.97 -0.97 1.48
H 0.42 -0.82 4.62
H 2.40 -1.33 5.70
C -6.01 -2.34 -0.46
C -4.84 -3.31 -0.59
C -4.86 -3.92 -1.99
C -5.02 -4.42 0.45
C -3.50 -2.62 -0.36
C -3.39 -1.28 -0.04
C -2.12 -0.75 0.11
Br -1.94 1.07 0.63
C -0.93 -1.43 -0.08
O 0.24 -0.82 -0.06
C -1.04 -2.84 -0.28
C -2.31 -3.36 -0.45
C 0.19 -3.75 -0.20
C 1.23 -3.40 -1.28
C -0.19 -5.22 -0.39
C 0.83 -3.60 1.18
H -6.94 -2.86 -0.67
H -5.93 -1.51 -1.17
H -6.08 -1.92 0.54
H -5.82 -4.42 -2.18
H -4.07 -4.67 -2.12
H -4.72 -3.16 -2.76
H -6.00 -4.89 0.34
H -4.94 -4.03 1.47
H -4.26 -5.20 0.34
H -4.25 -0.64 0.10
H -2.40 -4.42 -0.63
H 0.78 -3.40 -2.27
H 2.03 -4.14 -1.26
H 1.67 -2.43 -1.07
H -0.60 -5.43 -1.38
H -0.92 -5.56 0.36
H 0.71 -5.83 -0.26
H 1.15 -2.57 1.35
H 1.70 -4.25 1.27
H 0.11 -3.88 1.96
C -0.71 3.37 -1.97
Ge 0.94 3.81 -2.91
C 1.28 5.72 -2.74
C 0.83 3.36 -4.80
C 2.49 2.92 -2.11
Se 2.36 1.09 -1.46
C 1.41 0.29 -2.95
H -1.50 4.06 -2.25
H -0.55 3.46 -0.90
H -1.05 2.35 -2.18
H 0.55 6.29 -3.31
H 2.27 5.96 -3.12
H 1.22 6.03 -1.70
H 0.10 3.99 -5.30
H 0.55 2.32 -4.96
H 1.80 3.53 -5.28
H 2.82 3.48 -1.23
H 3.32 2.93 -2.82
H 0.43 0.74 -3.08
H 1.28 -0.76 -2.70
H 2.01 0.40 -3.84
F 0.24 8.05 1.81
C 0.73 6.81 1.82
C 2.00 6.56 2.30
F 2.74 7.56 2.76
C 2.50 5.26 2.30
F 3.73 5.09 2.77
C 1.76 4.18 1.82
Se 2.54 2.43 1.83
C 0.50 4.48 1.35
F -0.30 3.50 0.87
C -0.03 5.76 1.33
F -1.26 5.97 0.86
```